(1)
119
Properties=species:S:1:pos:R:3 method="wB97M-V/def2-TZVPD" energy_ha=-2200.90817 e_lumo_ev=-2.3421 charge=+1
F 0.496 -0.198 -3.157
F 1.285 1.824 -2.937
F 0.364 1.173 -4.810
O 6.309 -0.278 -3.308
O -3.993 -0.362 -0.035
O -2.188 -5.697 1.615
O -6.572 -2.722 0.931
N -2.922 4.977 -2.756
N -2.367 2.392 -1.068
C 4.160 -1.773 -0.544
C -2.374 -0.121 2.435
C 4.004 -2.271 1.976
C 7.685 -0.501 -3.567
C -1.090 1.546 -2.999
C -3.406 0.681 2.030
C 3.421 0.695 -0.332
C 0.354 3.816 1.071
C -3.704 4.388 -1.685
C -4.168 -2.922 0.821
C -2.287 1.295 -0.070
C -0.680 -6.995 0.165
C 3.418 1.128 1.144
C 2.330 3.017 2.460
C -4.678 2.013 0.268
C -2.920 0.174 4.703
C -2.122 -0.386 3.747
C -1.898 4.644 0.084
C 8.486 0.773 -3.777
C 0.296 1.102 -3.469
C 4.024 -2.839 0.556
C -4.003 3.365 0.545
C -5.331 -0.779 0.212
C 0.886 2.725 2.020
C -5.439 -2.316 0.204
C -2.489 -6.749 2.518
C -1.536 -6.842 3.697
C -3.957 0.968 4.320
C 5.571 -0.327 -5.656
C -0.914 -5.747 0.999
C 3.260 2.664 1.281
C 2.974 -0.771 -0.541
C -4.200 1.232 3.001
C -1.036 2.480 -1.770
C -3.646 0.896 0.516
C -1.136 4.118 1.326
C -2.926 3.691 -0.515
C 5.582 0.394 -4.319
H 3.002 -1.971 2.283
H -0.821 3.470 -2.141
H 7.809 -1.181 -4.416
H -5.530 -2.614 -0.838
H -1.720 0.673 -2.839
H 0.909 4.722 1.310
H -2.281 5.691 -2.444
H -5.585 1.877 0.840
H -1.624 3.281 1.822
H -4.320 -3.956 1.107
H -3.380 -2.830 0.080
H 2.639 0.603 1.694
H -1.747 -0.602 1.691
H 2.299 -1.057 0.266
H 4.237 3.136 1.377
H -2.453 5.535 0.376
H -2.482 4.312 -3.372
H 2.457 -0.852 -1.495
H 2.459 4.074 2.685
H -0.516 -7.068 3.381
H -3.495 -6.539 2.886
H 9.541 0.533 -3.918
H -4.227 5.212 -1.208
H 2.813 1.362 -0.944
H -6.408 -2.619 1.873
H -0.703 -7.902 0.770
H 2.590 2.384 3.306
H 6.570 -0.412 -6.083
H 4.178 -2.292 -1.499
H -4.594 1.384 5.088
H -1.450 -7.090 -0.603
H -5.033 1.885 2.794
H -3.619 3.388 1.560
H 2.828 3.031 0.351
H -0.865 -4.870 0.352
H -1.305 -1.037 4.016
H -3.926 -2.315 1.694
H -1.921 0.417 -0.606
H -5.730 -0.442 1.174
H 5.112 -1.263 -0.398
H -4.964 1.977 -0.788
H -1.530 2.101 -3.828
H 4.863 -3.526 0.453
H 0.833 1.732 1.575
H 4.370 -2.985 2.708
H 4.559 0.468 -3.943
H -1.855 -7.633 4.376
H 0.295 -6.944 -0.321
H 0.559 3.609 0.023
H 4.626 -1.379 2.036
H 4.451 0.782 -0.675
H -1.138 4.925 2.056
H 5.172 -1.336 -5.542
H 4.373 0.863 1.591
H 8.390 1.432 -2.913
H -1.546 1.490 0.692
H -0.122 -5.628 1.748
H -1.512 -5.899 4.245
H 4.950 0.215 -6.371
H 8.152 1.327 -4.655
H -2.546 -7.704 1.985
H 0.281 2.792 2.927
H 8.068 -1.024 -2.691
H 3.093 -3.386 0.391
H -4.760 4.142 0.476
H -5.978 -0.352 -0.558
H -4.432 3.703 -2.119
H -1.160 4.990 -0.638
H -2.747 0.009 5.755
H -3.038 2.083 -1.773
H 5.947 1.421 -4.434
H -0.283 2.100 -1.090

(2)
139
Properties=species:S:1:pos:R:3 method="wB97M-V/def2-TZVPD" energy_ha=-5091.26744 e_lumo_ev=-0.8299
I -3.775 -1.326 -2.297
I -0.282 -2.458 1.329
S 3.268 3.115 -2.181
S 1.857 -1.234 -3.283
P -0.551 5.152 0.423
P -0.250 3.207 1.343
O 0.529 6.077 0.932
O 2.526 -2.019 6.522
O 2.724 1.510 2.112
O -3.669 2.004 -0.886
O 4.983 -7.098 4.466
O -4.919 0.638 0.365
O 6.597 2.516 -4.955
O -1.986 5.762 1.068
O -0.477 8.403 -1.012
O -0.564 5.152 -1.231
O -5.831 -6.076 -0.381
O -0.254 -0.726 -6.850
O -7.524 0.548 -0.418
N 2.985 -4.229 6.178
N 2.805 0.939 4.322
N 1.330 9.080 -2.238
N 0.355 -1.606 -2.653
N -6.891 -5.579 1.581
N 5.459 1.655 -6.739
N -8.568 2.234 0.710
N -1.308 0.964 -5.732
N 4.249 -8.951 3.350
N 2.263 0.194 -2.542
C 1.187 1.720 -0.769
C -7.815 1.987 1.927
C -9.547 3.302 0.693
C 0.504 9.716 -3.249
C 2.771 9.118 -2.382
C 6.409 2.425 -6.153
C 2.110 0.414 5.488
C 4.736 2.008 -2.245
C 0.728 8.469 -1.189
C 4.198 1.325 4.448
C -1.003 -0.343 -0.883
C 1.620 -4.525 5.787
C -1.054 0.192 -6.814
C -2.116 -1.447 -0.933
C 0.000 1.849 0.100
C -2.275 2.043 -5.764
C 5.168 1.391 -0.842
C -6.982 -5.788 3.011
C 3.963 -5.307 6.192
C 4.579 0.864 -5.896
C 4.275 -7.628 3.626
C 2.198 1.078 3.128
C -5.963 -6.207 0.818
C -2.407 0.861 0.891
C -7.824 -4.668 0.942
C 5.293 1.597 -8.177
C 0.172 -0.551 -1.782
C -3.696 1.220 0.043
C 5.122 -9.840 4.095
C -8.333 1.459 -0.372
C -0.587 0.702 -4.500
C -1.115 0.799 0.028
C -2.911 -3.755 0.111
C 3.303 -2.965 6.516
C 1.230 0.533 -1.672
C -1.976 -2.494 -0.046
C 3.377 -9.510 2.335
C 2.301 2.814 -0.651
H 6.018 2.238 -8.678
H -10.032 3.371 -0.280
H -5.483 0.636 -0.449
H 3.258 8.603 -1.554
H 5.607 2.635 -2.597
H 4.890 -9.765 5.159
H -1.653 0.474 -7.697
H 2.624 -0.497 5.839
H -10.304 3.107 1.456
H 3.873 0.301 -6.506
H 4.941 -4.941 6.505
H 4.048 -5.738 5.185
H 4.793 0.344 -0.705
H 4.799 0.739 3.750
H -2.366 1.634 1.709
H 3.630 -6.080 6.890
H -0.159 8.971 -3.694
H -8.113 2.687 2.707
H 4.630 1.139 -2.950
H 1.768 3.787 -0.424
H 4.303 2.383 4.194
H 0.994 3.297 2.057
H -8.955 1.727 -1.241
H -7.971 -6.184 3.254
H 6.300 1.319 -0.864
H 2.906 2.573 0.261
H 2.783 -8.729 1.861
H 4.362 -2.846 6.796
H 4.990 -10.869 3.763
H -2.655 -0.124 1.390
H -8.504 -4.242 1.678
H 4.285 1.928 -8.436
H -0.790 -0.318 -4.180
H 1.127 10.161 -4.024
H -0.107 10.490 -2.780
H -6.749 2.100 1.720
H 1.143 0.755 3.141
H -1.772 2.983 -5.527
H -7.998 0.964 2.262
H -6.224 -6.494 3.350
H -2.736 2.123 -6.748
H 1.515 -5.582 5.544
H 5.178 0.174 -5.298
H -3.052 1.850 -5.020
H 4.930 2.074 0.017
H 0.946 -4.269 6.607
H 6.160 -9.536 3.943
H 3.103 10.159 -2.401
H -6.837 -4.834 3.524
H -8.394 -5.209 0.184
H -3.886 -3.678 -0.433
H 7.021 2.984 -6.881
H -5.307 -6.876 1.401
H 0.485 0.806 -4.683
H 1.076 0.167 5.246
H -0.599 6.114 -1.466
H -0.896 1.400 -3.722
H 5.435 0.567 -8.513
H 4.547 1.156 5.465
H 2.707 -10.238 2.798
H 3.051 8.631 -3.319
H -7.266 -3.867 0.452
H 3.576 -7.043 3.005
H 3.984 -10.007 1.575
H -9.048 4.249 0.911
H -2.181 5.275 1.896
H 1.354 -3.920 4.917
H 4.033 1.527 -5.221
H 1.441 8.019 -0.481
H -2.352 -4.652 -0.292
H 2.123 1.169 6.280
H -3.071 -3.954 1.207

(3)
124
Properties=species:S:1:pos:R:3 method="wB97M-V/def2-TZVPD" energy_ha=-3241.88192 e_lumo_ev=-4.0824 charge=+1
I 4.003 0.487 1.120
I 3.603 0.263 -2.400
Cl 4.424 2.665 4.413
F 6.138 5.204 0.929
O -4.962 -4.574 -5.517
O -0.902 2.382 -2.343
O -11.695 -5.008 -3.315
O -11.200 -0.831 -1.574
O -2.837 -0.883 -3.896
N -5.036 -1.415 -5.869
N 4.798 3.222 2.877
N -9.809 -2.711 -3.727
N -1.428 2.267 -0.081
C 3.503 2.202 -1.420
C 9.101 0.889 5.032
C -12.507 -4.678 -4.427
C 5.170 -2.259 5.958
C -0.982 3.646 0.204
C 2.277 3.288 2.261
C 6.479 -1.078 7.757
C 5.855 3.885 0.940
C 7.986 -0.793 7.707
C -6.015 -2.442 -6.225
C -9.521 -3.960 -3.031
C 1.328 3.338 1.057
C -0.095 3.727 1.443
C -3.978 -0.057 -4.112
C 3.672 5.188 2.299
C -9.837 -1.201 -1.641
C 9.117 1.132 2.493
C -5.188 -0.872 -4.525
C -10.309 -5.118 -3.612
C 8.061 2.100 1.927
C 3.492 6.360 2.563
C -9.326 -1.510 -3.047
C -3.834 -4.223 -4.740
C 8.639 0.281 3.683
C 7.186 2.759 3.000
C 9.699 -0.186 5.945
C -6.082 -3.717 -5.388
C 4.385 3.553 0.598
C 6.065 -2.450 7.184
C -12.124 -1.905 -1.583
C -0.251 0.386 -1.310
C -0.866 1.763 -1.314
C 4.106 3.193 -2.417
C 3.719 3.758 1.966
C -1.834 -0.762 -4.889
C 4.395 2.193 -0.143
C 5.950 3.258 2.350
C 8.633 -1.219 6.365
H -4.202 0.414 -3.149
H -5.798 -2.739 -7.254
H -6.294 -3.516 -4.330
H 9.909 1.595 4.851
H 8.138 0.280 7.813
H 6.832 2.048 3.742
H -0.938 -1.253 -4.512
H 9.108 -2.189 6.478
H 9.131 -0.684 3.596
H -12.283 -5.315 -5.287
H -6.074 -0.230 -4.498
H -9.588 -0.662 -3.684
H 5.602 -1.587 5.218
H -0.065 4.780 1.730
H 1.881 3.919 3.051
H -1.055 -0.288 -1.609
H 10.069 0.327 6.830
H 9.360 0.444 1.685
H -8.230 -1.548 -3.017
H 4.933 -3.190 5.446
H 0.491 0.312 -2.091
H 1.741 3.964 0.266
H 10.037 1.670 2.689
H -9.284 -0.327 -1.286
H -3.177 -3.542 -5.289
H -6.932 -4.296 -5.758
H 3.607 7.377 2.812
H 2.304 2.277 2.657
H 7.475 1.589 1.165
H 2.461 2.377 -1.196
H 4.225 -1.835 6.294
H 4.976 2.736 -2.876
H -1.871 4.245 0.382
H -5.318 -1.664 -3.776
H -12.395 -3.627 -4.714
H -9.621 -2.004 -0.926
H 10.499 -0.707 5.428
H 4.020 4.371 -0.020
H -7.008 -1.983 -6.238
H 5.480 -2.965 7.940
H 6.911 -3.093 6.958
H 8.313 1.448 5.541
H -11.737 -2.785 -1.064
H 6.598 3.470 0.272
H -13.027 -1.572 -1.071
H -0.466 3.115 2.257
H -10.808 -2.626 -3.849
H -9.965 -6.036 -3.127
H -9.772 -3.899 -1.965
H 7.847 -1.299 5.619
H 5.991 -0.259 7.229
H 6.124 -1.030 8.785
H -10.133 -5.228 -4.686
H 5.399 2.051 -0.524
H -3.766 0.742 -4.827
H 3.399 3.481 -3.185
H -2.124 -1.257 -5.821
H -3.266 -5.133 -4.545
H 7.683 3.558 3.547
H 8.525 -1.270 8.521
H -1.599 0.287 -5.089
H 0.151 0.111 -0.341
H -0.454 4.118 -0.625
H -13.544 -4.839 -4.137
H 8.600 2.906 1.430
H -2.420 2.341 -0.284
H -12.409 -2.168 -2.605
H -4.111 -1.812 -5.961
H 1.285 2.326 0.647
H 4.465 4.105 -1.941
H 7.568 0.095 3.648
H -4.116 -3.779 -3.782
H -8.451 -4.177 -3.117